Record 1
This record from the OMol25 dataset describes the ion C7H13N2O with charge +1 at a distorted geometry. The level of theory is ωB97M-V/def2-TZVPD.

**Electronic energy**: -12488.3915 eV
**Energy above the lowest of the compared OMol25 structures with the same formula, charge and spin**: 3.646 eV
**SMILES**: C=[N+](CCN=C=O)C(C)C
**Charge**: +1
**HOMO**: -14.5 eV

```
23
Properties=species:S:1:pos:R:3:lowdin_charge:R:1
C -0.66 0.00 -3.74 -0.309
C -1.12 1.21 -1.08 0.153
C 1.13 0.49 -0.82 -0.095
C 1.21 -0.29 -2.13 -0.167
C -0.30 0.58 1.97 -0.044
C -0.40 -1.60 0.91 -0.034
C -0.85 -0.15 0.77 -0.373
N -0.29 0.54 -0.39 -0.075
N 0.32 0.22 -3.10 0.107
O -1.57 -0.08 -4.47 0.209
H -0.93 2.12 -1.81 0.179
H -2.17 1.10 -1.04 0.112
H 1.59 -0.19 0.02 0.158
H 1.69 1.42 -0.85 0.141
H 2.25 0.04 -2.39 0.155
H 0.95 -1.36 -1.77 0.153
H -0.89 0.18 2.93 0.160
H 0.74 0.62 1.92 0.061
H -0.51 1.67 2.05 0.096
H -1.10 -2.01 1.49 0.043
H 0.60 -1.84 1.28 0.103
H -0.32 -2.11 -0.11 0.110
H -1.93 -0.20 0.82 0.155
```

---

Record 2
This record from the OMol25 dataset describes a cluster of 8 separate species, C28H45Br16ClNO4PS2 in total at a distorted geometry. The level of theory is ωB97M-V/def2-TZVPD.

**Electronic energy**: -1203605.6272 eV
**HOMO**: -8.3 eV

```
98
Properties=species:S:1:pos:R:3:lowdin_charge:R:1
O 1.18 0.85 -5.04 -0.275
C 0.17 0.73 -4.40 -0.516
C 0.01 -0.02 -3.09 -0.156
C 0.94 -0.71 -2.29 -0.629
S 2.66 -0.74 -2.82 0.767
C 0.49 -1.36 -1.09 -0.369
P 1.82 -2.20 -0.12 0.363
S 2.34 -3.93 -0.90 0.155
C -0.88 -1.36 -0.66 -0.133
C -1.39 -2.06 0.61 -0.105
C -0.94 -3.55 0.80 -0.306
O -0.92 -4.32 -0.37 -0.113
C -1.80 -0.62 -1.49 -0.088
C -3.32 -0.51 -1.15 -0.082
C -4.03 -1.71 -1.91 -0.213
O -4.61 -1.20 -3.12 -0.067
C -1.36 0.03 -2.66 -0.022
C -2.11 0.87 -3.70 -0.415
O -3.25 1.22 -3.78 0.123
N -1.12 1.25 -4.70 -0.322
Cl -1.75 0.70 -6.23 0.749
H 2.79 -1.95 -3.44 -0.093
H 1.51 -2.30 1.26 0.001
H 2.98 -1.37 -0.18 -0.093
H -2.50 -2.08 0.55 0.099
H -1.17 -1.46 1.53 0.132
H -1.70 -4.01 1.47 0.119
H 0.02 -3.62 1.37 0.052
H -0.32 -3.95 -1.04 0.018
H -3.46 -0.58 -0.06 0.104
H -3.70 0.46 -1.52 0.119
H -3.23 -2.43 -2.21 0.125
H -4.75 -2.21 -1.25 0.118
H -4.25 -1.76 -3.82 0.089
Br -2.74 -7.58 1.40 0.600
C -0.97 -8.12 0.79 -0.675
C -0.01 -8.26 1.95 -0.686
Br 0.58 -6.52 2.58 0.622
H -0.65 -7.38 0.06 0.050
H -1.12 -9.08 0.30 0.057
H 0.89 -8.78 1.64 0.061
H -0.44 -8.78 2.80 0.004
Br 5.88 -6.08 0.32 0.605
C 6.98 -4.50 0.59 -0.695
C 6.48 -3.67 1.74 -0.677
Br 4.89 -2.66 1.24 0.639
H 6.99 -3.96 -0.36 0.053
H 7.98 -4.88 0.79 0.056
H 7.22 -2.92 2.02 0.057
H 6.21 -4.26 2.61 0.052
Br 1.52 2.85 -5.66 0.950
C 1.79 4.80 -5.66 -0.645
C 2.61 5.26 -6.84 -0.702
Br 4.50 4.87 -6.58 0.585
H 2.24 5.05 -4.70 0.043
H 0.78 5.22 -5.71 0.054
H 2.56 6.34 -6.95 0.050
H 2.32 4.79 -7.77 0.047
Br -1.66 -7.49 5.90 0.602
C -2.68 -9.11 5.55 -0.696
C -2.04 -10.32 6.17 -0.691
Br -0.50 -10.91 5.15 0.612
H -2.78 -9.19 4.47 0.031
H -3.66 -8.92 5.98 0.058
H -2.73 -11.16 6.17 0.057
H -1.70 -10.14 7.19 0.050
Br 1.18 1.79 -0.88 0.805
C 2.20 3.26 -0.11 -0.680
C 3.67 3.12 -0.43 -0.671
Br 4.51 1.75 0.68 0.604
H 2.00 3.26 0.96 -0.001
H 1.80 4.16 -0.56 0.008
H 4.20 4.04 -0.20 0.060
H 3.85 2.84 -1.46 0.055
Br 1.02 1.09 3.71 0.602
C 0.03 2.50 4.62 -0.687
C -0.23 3.68 3.70 -0.694
Br 1.38 4.76 3.48 0.622
H 0.60 2.77 5.50 0.051
H -0.91 2.04 4.91 0.058
H -0.96 4.35 4.14 0.055
H -0.55 3.38 2.71 0.035
Br -0.95 4.71 -0.48 0.663
C -2.37 6.01 -0.19 -0.701
C -2.79 6.05 1.25 -0.713
Br -3.92 4.52 1.70 0.604
H -3.17 5.76 -0.87 0.056
H -1.94 6.97 -0.48 0.014
H -3.41 6.92 1.45 0.022
H -1.96 6.03 1.94 0.039
Br -3.81 9.49 -0.23 0.653
C -2.76 10.94 0.54 -0.683
C -1.30 10.79 0.21 -0.688
Br -0.45 9.41 1.29 0.623
H -2.96 10.93 1.61 0.053
H -3.17 11.85 0.11 0.059
H -0.76 11.71 0.44 0.058
H -1.13 10.53 -0.83 0.052
```

---

Record 3
This record from the OMol25 dataset describes a cluster of 7 separate species, C36H84N4O3 in total at a distorted geometry. The level of theory is ωB97M-V/def2-TZVPD.

**Electronic energy**: -50793.5344 eV
**Energy above the lowest of the compared OMol25 structures with the same formula, charge and spin**: 0.000 eV
**SMILES**: CCN(CC)CC.CCN(CC)CC.CCN(CC)CC.CCN(CC)CC.C1CCOC1.C1CCOC1.C1CCOC1
**HOMO**: -8.2 eV

```
127
Properties=species:S:1:pos:R:3:lowdin_charge:R:1
C 1.60 -5.54 0.99 -0.088
C 0.46 -5.57 -0.03 -0.263
N -0.86 -5.81 0.56 -0.180
C -1.24 -4.63 1.34 -0.255
C -2.62 -4.77 2.01 -0.074
C -1.78 -6.06 -0.56 -0.270
C -1.65 -7.48 -1.11 -0.091
H 2.59 -5.46 0.56 0.070
H 1.55 -6.45 1.60 0.080
H 1.51 -4.72 1.71 0.044
H 0.49 -4.67 -0.66 0.112
H 0.72 -6.46 -0.60 0.106
H -0.52 -4.50 2.15 0.083
H -1.12 -3.74 0.71 0.106
H -3.38 -4.21 1.46 0.061
H -2.88 -5.83 2.09 0.077
H -2.60 -4.41 3.04 0.068
H -1.71 -5.31 -1.37 0.106
H -2.78 -5.95 -0.14 0.100
H -1.35 -8.11 -0.27 0.079
H -0.82 -7.56 -1.81 0.058
H -2.55 -7.78 -1.63 0.069
C 4.17 5.82 6.39 -0.095
C 3.85 5.89 4.90 -0.255
N 2.49 5.41 4.60 -0.198
C 2.24 5.52 3.19 -0.290
C 0.97 4.85 2.69 -0.097
C 1.42 5.96 5.44 -0.242
C 1.19 7.47 5.27 -0.087
H 3.53 6.40 7.06 0.061
H 5.21 6.06 6.59 0.071
H 4.04 4.78 6.71 0.080
H 3.90 6.91 4.50 0.108
H 4.55 5.22 4.40 0.113
H 2.22 6.56 2.81 0.115
H 3.07 5.05 2.65 0.115
H 0.04 5.33 2.99 0.069
H 0.97 4.80 1.60 0.059
H 0.87 3.83 3.06 0.069
H 1.60 5.75 6.49 0.099
H 0.49 5.51 5.09 0.100
H 2.11 8.04 5.40 0.067
H 0.56 7.73 6.12 0.074
H 0.68 7.76 4.36 0.067
C 6.11 3.73 -3.05 -0.090
C 4.89 4.57 -3.41 -0.278
N 3.62 3.89 -3.13 -0.191
C 3.33 2.99 -4.25 -0.248
C 2.09 2.13 -3.95 -0.083
C 2.56 4.91 -2.98 -0.262
C 2.52 5.42 -1.54 -0.077
H 6.11 2.75 -3.53 0.059
H 6.13 3.52 -1.98 0.074
H 7.04 4.26 -3.25 0.071
H 5.00 5.43 -2.74 0.102
H 4.91 4.95 -4.44 0.115
H 3.14 3.57 -5.17 0.114
H 4.18 2.33 -4.40 0.100
H 1.67 2.27 -2.95 0.047
H 1.26 2.36 -4.63 0.069
H 2.32 1.07 -4.05 0.062
H 1.60 4.56 -3.36 0.106
H 2.83 5.73 -3.67 0.112
H 3.49 5.79 -1.22 0.063
H 2.13 4.63 -0.90 0.061
H 1.82 6.26 -1.54 0.074
C 0.64 -2.37 -3.93 -0.083
C -0.41 -3.07 -4.76 -0.269
N -1.64 -3.47 -4.08 -0.174
C -2.43 -2.29 -3.80 -0.269
C -3.38 -2.41 -2.58 -0.079
C -2.40 -4.40 -4.89 -0.270
C -1.80 -5.79 -5.02 -0.078
H 1.40 -2.00 -4.63 0.074
H 1.14 -3.00 -3.20 0.072
H 0.31 -1.46 -3.41 0.047
H -0.64 -2.52 -5.69 0.124
H 0.07 -3.97 -5.15 0.100
H -3.01 -1.97 -4.68 0.121
H -1.84 -1.42 -3.54 0.091
H -4.18 -3.11 -2.82 0.068
H -3.82 -1.44 -2.38 0.045
H -2.83 -2.80 -1.72 0.062
H -3.35 -4.58 -4.38 0.110
H -2.65 -3.99 -5.88 0.119
H -0.74 -5.81 -5.27 0.061
H -1.87 -6.30 -4.06 0.060
H -2.32 -6.37 -5.79 0.075
C 2.02 -0.37 3.66 -0.168
C 2.22 -1.78 4.18 -0.170
C 0.77 -2.32 4.23 -0.189
O -0.01 -1.17 4.54 -0.149
C 0.68 0.05 4.28 -0.187
H 1.99 -0.42 2.57 0.103
H 2.80 0.36 3.88 0.110
H 2.73 -1.92 5.13 0.109
H 2.74 -2.45 3.49 0.104
H 0.64 -3.05 5.02 0.121
H 0.55 -2.63 3.20 0.094
H 0.91 0.52 5.24 0.116
H 0.07 0.72 3.68 0.103
C -0.95 -0.27 -0.78 -0.149
C 0.04 0.87 -0.49 -0.165
C -0.64 1.64 0.66 -0.192
O -1.40 0.68 1.39 -0.134
C -1.35 -0.54 0.66 -0.228
H -0.58 -1.23 -1.14 0.103
H -1.74 0.16 -1.39 0.114
H 0.23 1.62 -1.26 0.093
H 1.03 0.56 -0.15 0.111
H -1.34 2.35 0.20 0.118
H 0.10 2.19 1.24 0.101
H -2.28 -1.11 0.66 0.112
H -0.62 -1.14 1.22 0.113
C -6.05 -1.51 0.27 -0.162
C -5.78 0.02 0.21 -0.151
C -6.17 0.22 -1.22 -0.209
O -7.45 -0.44 -1.25 -0.157
C -7.42 -1.62 -0.46 -0.190
H -6.09 -1.87 1.30 0.109
H -5.30 -2.03 -0.32 0.087
H -4.71 0.21 0.37 0.105
H -6.37 0.62 0.90 0.119
H -5.52 -0.23 -1.98 0.098
H -6.37 1.22 -1.62 0.123
H -7.45 -2.57 -1.00 0.113
H -8.18 -1.49 0.31 0.116
```

---

Record 4
This record from the OMol25 dataset describes a structure of composition C23H16ClCoN2O4Se4Te. The level of theory is ωB97M-V/def2-TZVPD.

**Expectation value of S²**: 3.763
**Electronic energy**: -354114.0537 eV
**Energy above the lowest of the compared OMol25 structures with the same formula, charge and spin**: 0.000 eV
**Charge**: -1
**Spin multiplicity**: 4
**HOMO (alpha / beta)**: -4.6 / -4.7 eV

```
52
Properties=species:S:1:pos:R:3:lowdin_charge:R:1
Co -0.17 -0.20 0.70 0.037
O 2.26 4.92 1.58 0.114
C 1.08 5.16 1.04 -0.513
O 0.65 6.27 0.88 0.057
C 0.30 3.96 0.60 -0.040
C -0.93 3.99 -0.04 -0.544
Cl -1.81 5.37 -0.51 0.827
N -1.33 2.72 -0.29 -0.016
N -0.39 1.87 0.17 0.034
C 0.57 2.58 0.71 -0.120
C 1.74 1.80 1.27 -0.552
O 2.70 2.44 1.71 0.060
O 1.62 0.55 1.24 -0.099
C -2.49 2.17 -0.95 -0.160
C -2.42 0.86 -1.40 -0.054
C -3.52 0.28 -2.01 -0.070
C -4.69 1.00 -2.19 -0.079
C -4.75 2.31 -1.74 -0.082
C -3.66 2.90 -1.12 -0.047
H 2.50 3.94 1.59 0.047
H -1.52 0.26 -1.31 0.024
H -3.44 -0.75 -2.34 0.104
H -5.55 0.55 -2.67 0.101
H -5.65 2.89 -1.86 0.101
H -3.75 3.91 -0.76 0.052
Se -1.91 -0.08 2.38 -0.005
Se -2.43 -2.34 2.61 -0.125
Se -2.53 -2.89 0.35 -0.122
Se -0.33 -2.38 -0.25 0.010
Te 1.41 -0.01 -2.39 1.363
C 0.30 -1.22 -3.70 -0.555
C -0.87 -0.72 -4.28 -0.149
C -1.61 -1.51 -5.15 -0.092
C -1.19 -2.80 -5.43 -0.096
C -0.04 -3.30 -4.85 -0.089
C 0.71 -2.51 -3.99 -0.151
C 2.47 0.92 -3.95 -0.538
C 3.74 0.47 -4.30 -0.144
C 4.42 1.07 -5.36 -0.096
C 3.85 2.12 -6.06 -0.100
C 2.59 2.57 -5.70 -0.094
C 1.90 1.98 -4.65 -0.144
H -1.20 0.28 -4.04 0.085
H -2.52 -1.12 -5.59 0.100
H -1.78 -3.42 -6.10 0.097
H 0.28 -4.31 -5.07 0.100
H 1.60 -2.91 -3.52 0.094
H 4.19 -0.34 -3.76 0.088
H 5.41 0.71 -5.63 0.099
H 4.38 2.58 -6.87 0.097
H 2.14 3.40 -6.24 0.099
H 0.92 2.34 -4.37 0.089
```

---

Record 5
This record from the OMol25 dataset describes a structure of composition C19H31ClMnN7O5Se. The level of theory is ωB97M-V/def2-TZVPD.

**Expectation value of S²**: 0.854
**Electronic energy**: -150056.8147 eV
**Energy above the lowest of the compared OMol25 structures with the same formula, charge and spin**: 0.062 eV
**Charge**: +1
**Spin multiplicity**: 2
**HOMO (alpha / beta)**: -11.2 / -11.1 eV

```
65
Properties=species:S:1:pos:R:3:lowdin_charge:R:1
Mn 0.75 -0.13 0.24 0.703
C 0.84 -0.12 3.54 -0.038
O 0.81 0.62 2.31 -0.273
C 1.16 1.98 2.49 -0.160
C 0.88 2.68 1.18 -0.115
O 1.29 1.87 0.07 -0.221
C 2.65 2.00 -0.36 -0.119
C 3.52 1.00 0.35 -0.154
O 2.89 -0.27 0.21 -0.268
C 3.63 -1.31 0.87 -0.026
H 0.12 0.31 4.24 0.107
H 0.59 -1.15 3.31 0.061
H 1.85 -0.06 3.98 0.105
H 0.55 2.43 3.28 0.145
H 2.21 2.05 2.79 0.129
H -0.19 2.83 1.05 0.117
H 1.38 3.65 1.14 0.144
H 2.63 1.80 -1.43 0.125
H 3.01 3.02 -0.20 0.145
H 4.51 0.98 -0.10 0.147
H 3.64 1.24 1.42 0.129
H 4.68 -1.24 0.59 0.107
H 3.53 -1.21 1.96 0.106
H 3.22 -2.25 0.54 0.079
Se 1.60 -2.13 -2.50 1.319
N 1.64 -1.52 -4.14 -0.207
C 1.20 -0.28 -4.14 -0.375
C 1.07 0.55 -5.29 0.017
C 0.60 1.81 -5.10 -0.033
C 0.27 2.24 -3.77 -0.097
N 0.36 1.52 -2.69 0.107
C 0.82 0.25 -2.86 -0.414
N 0.96 -0.59 -1.83 -0.228
H 1.34 0.17 -6.26 0.128
H 0.47 2.50 -5.92 0.112
H -0.11 3.25 -3.64 0.119
C -1.96 -0.06 1.61 -0.155
N -1.38 -0.06 0.23 -0.117
C -1.99 1.09 -0.51 -0.155
N -3.43 1.05 -0.52 -0.077
C -3.92 1.03 0.86 -0.156
N -3.41 -0.12 1.60 -0.073
C -3.83 -1.34 0.92 -0.146
N -3.34 -1.37 -0.47 -0.075
C -1.89 -1.31 -0.44 -0.149
C -3.86 -0.20 -1.17 -0.153
H -1.65 0.86 2.11 0.126
H -1.56 -0.92 2.14 0.099
H -1.61 1.08 -1.53 0.104
H -1.66 2.02 -0.04 0.115
H -5.01 0.99 0.85 0.132
H -3.61 1.95 1.36 0.130
H -4.92 -1.39 0.91 0.133
H -3.44 -2.21 1.45 0.120
H -1.50 -1.33 -1.46 0.120
H -1.52 -2.16 0.11 0.116
H -4.95 -0.24 -1.19 0.132
H -3.49 -0.21 -2.20 0.131
Cl -0.90 -3.69 2.91 0.615
C 0.39 -4.16 1.78 -0.453
C 0.80 -3.06 0.82 -0.702
O 1.35 -3.42 -0.23 -0.111
O 0.59 -1.86 1.18 -0.154
H 0.06 -5.03 1.22 0.086
H 1.26 -4.44 2.38 0.090
```

---

Record 6
This record from the OMol25 dataset describes a structure of composition C26H38ClN6O3PSi2 at a distorted geometry. The level of theory is ωB97M-V/def2-TZVPD.

**Electronic energy**: -80228.8360 eV
**HOMO**: -8.0 eV

```
77
Properties=species:S:1:pos:R:3:lowdin_charge:R:1
C -1.25 0.00 3.32 -0.080
C -1.94 -0.63 2.35 -0.306
Si -3.26 0.40 1.46 0.490
O -2.58 1.96 1.26 -0.458
Si -1.26 2.09 0.24 0.022
Cl -1.68 3.74 -1.02 0.325
P -0.90 0.24 -0.94 0.688
O 0.47 -0.57 -0.43 -0.325
O -0.86 0.52 -2.57 -0.339
H -0.19 -0.23 3.43 0.075
H -1.72 0.76 3.95 0.064
H -1.72 -1.66 2.08 0.060
H -3.71 -0.20 0.21 -0.045
H -4.45 0.49 2.33 -0.033
H -0.07 2.45 1.02 -0.026
H 0.18 -1.49 -0.35 0.042
H -0.95 1.47 -2.76 -0.004
N 0.59 4.19 -3.28 -0.012
C 1.50 3.20 -3.48 -0.145
C 2.08 3.40 -4.71 -0.114
C 1.49 4.56 -5.26 -0.108
C 0.58 5.03 -4.36 -0.135
H 0.02 4.29 -2.45 0.013
H 1.67 2.44 -2.73 0.105
H 2.84 2.78 -5.15 0.067
H 1.71 5.01 -6.22 0.094
H -0.08 5.89 -4.39 0.109
N -1.34 1.63 -5.72 0.023
C -0.46 1.49 -6.76 -0.161
C -0.90 0.44 -7.53 -0.114
C -2.08 -0.07 -6.93 -0.097
C -2.32 0.69 -5.82 -0.133
H -1.26 2.32 -4.99 0.129
H 0.38 2.15 -6.87 0.103
H -0.42 0.08 -8.43 0.100
H -2.68 -0.89 -7.28 0.093
H -3.11 0.64 -5.08 0.109
N -2.89 -1.37 5.82 0.006
C -2.66 -2.57 6.44 -0.136
C -2.63 -2.35 7.79 -0.114
C -2.85 -0.96 8.00 -0.117
C -3.01 -0.39 6.77 -0.146
H -2.96 -1.23 4.83 0.105
H -2.54 -3.47 5.86 0.106
H -2.46 -3.10 8.55 0.083
H -2.89 -0.45 8.94 0.085
H -3.20 0.64 6.48 0.104
N 2.28 -0.09 -6.89 0.016
C 3.43 0.63 -7.04 -0.161
C 4.46 -0.25 -7.25 -0.121
C 3.90 -1.56 -7.22 -0.107
C 2.56 -1.42 -7.00 -0.136
H 1.36 0.30 -6.71 0.081
H 3.42 1.71 -6.99 0.093
H 5.49 0.01 -7.40 0.092
H 4.43 -2.49 -7.35 0.090
H 1.77 -2.16 -6.91 0.107
N 4.00 0.21 -3.38 0.016
C 3.90 -0.19 -2.08 -0.144
C 5.16 -0.17 -1.53 -0.115
C 6.05 0.27 -2.55 -0.113
C 5.31 0.50 -3.68 -0.141
H 3.23 0.29 -4.02 0.126
H 2.95 -0.46 -1.65 0.087
H 5.42 -0.44 -0.52 0.087
H 7.12 0.40 -2.46 0.088
H 5.59 0.84 -4.66 0.096
N -1.98 -3.14 11.65 -0.001
C -3.32 -3.06 11.87 -0.148
C -3.71 -4.20 12.52 -0.114
C -2.55 -5.00 12.69 -0.115
C -1.50 -4.32 12.15 -0.145
H -1.42 -2.44 11.19 0.140
H -3.89 -2.20 11.55 0.104
H -4.72 -4.44 12.83 0.089
H -2.50 -5.97 13.16 0.089
H -0.45 -4.57 12.07 0.104
```

---

Record 7
This record from the OMol25 dataset describes a structure of composition C13H15N3O2S3 at a distorted geometry. The level of theory is ωB97M-V/def2-TZVPD.

**Electronic energy**: -54781.4456 eV
**Energy above the lowest of the compared OMol25 structures with the same formula, charge and spin**: 13.365 eV
**HOMO**: -8.5 eV

```
36
Properties=species:S:1:pos:R:3:lowdin_charge:R:1
C 5.06 1.88 2.49 -0.234
H 5.85 2.49 2.84 0.075
H 4.67 2.45 1.43 0.166
H 4.27 2.09 3.20 0.107
C 5.42 0.69 2.29 -0.409
C 4.27 -0.25 1.77 -0.398
C 3.48 -1.23 2.51 0.006
C 2.39 -1.47 1.46 -0.191
C 2.42 -0.95 0.23 -0.735
S 3.63 0.09 0.08 1.040
S 1.24 -1.35 -1.18 0.703
O 1.99 -1.41 -2.37 -0.248
O 0.23 -2.07 -0.46 -0.292
N 0.47 0.22 -1.12 -0.140
H -0.18 0.48 -0.35 0.122
C -0.05 0.53 -2.23 -0.409
H 0.59 0.40 -2.92 0.020
C -1.39 -0.17 -2.49 -0.105
C -2.55 0.31 -1.74 -0.226
C -3.80 0.31 -1.83 0.005
N -4.30 0.85 -0.66 -0.079
C -5.49 0.88 -0.10 -0.246
C -5.50 1.25 1.15 -0.412
S -3.84 1.04 1.87 0.897
C -3.27 0.96 0.02 -0.667
N -2.26 0.53 -0.32 0.180
H -6.32 1.68 2.06 0.161
H -6.49 1.05 -0.86 0.201
H -4.33 0.24 -2.64 0.094
H -1.25 -1.22 -2.42 0.093
H -1.76 0.08 -3.71 0.194
H -0.21 1.84 -2.35 0.205
H 1.56 -2.30 1.81 0.155
H 3.62 -1.37 3.44 0.017
H 5.78 0.02 3.19 0.153
H 6.21 0.30 1.30 0.198
```